[1]
{
  "formula": "C5H10NO2",
  "method": "ωB97M-V/def2-TZVPD",
  "species": ["C", "C", "C", "C", "N", "C", "O", "O", "H", "H", "H", "H", "H", "H", "H", "H", "H", "H"],
  "coordinates": [[0.1867, 0.9353, 1.4022], [-0.4874, 1.1644, 0.0819], [-1.0934, 0.1478, -0.6735], [-1.3923, -1.2236, -0.1182], [1.3197, -1.2951, -0.4869], [1.8815, -0.0505, -0.5157], [2.5874, 0.3949, 0.4467], [1.5756, 0.7221, -1.5294], [-0.4777, 0.8759, 2.2722], [0.9914, 1.6397, 1.6007], [0.6931, -0.0371, 1.3250], [-0.5077, 2.1916, -0.2485], [0.1769, 0.3280, -0.8720], [-1.7940, 0.4728, -1.4482], [-0.6437, -1.5865, 0.5784], [-1.5310, -1.9241, -0.9391], [-2.2933, -1.3583, 0.4923], [0.8083, -1.3972, -1.3679]],
  "forces_ev_per_angstrom": [[0.2, -0.5, 0.0], [-1.2, -0.5, 1.0], [-1.7, 1.0, 2.6], [-0.4, -0.6, 0.5], [0.4, 0.3, 0.2], [1.9, -0.9, 0.5], [0.1, -0.5, -0.8], [-1.3, 0.6, 0.0], [-0.5, 0.1, -0.3], [-0.3, 0.1, -0.2], [-0.1, 0.0, 0.2], [0.1, -0.1, -0.6], [1.2, 0.1, -1.8], [0.9, 0.0, -0.4], [0.5, 0.1, -0.6], [0.4, -0.2, 0.0], [-0.6, 0.9, -0.3], [0.4, -0.1, 0.0]],
  "charge": -1,
  "homo_lumo_gap_ha": 0.23809,
  "e_above_lowest_kj_mol": 517.3,
  "e_homo_ev": -2.84,
  "multiplicity": 1,
  "mol_weight_g_mol": 116.140
}

[2]
{
  "formula": "C3H8ClN2",
  "method": "ωB97M-V/def2-TZVPD",
  "species": ["C", "C", "C", "N", "N", "Cl", "H", "H", "H", "H", "H", "H", "H", "H"],
  "coordinates": [[-2.1877, -0.6506, -0.1227], [1.3186, 0.9792, 0.4547], [-0.2954, -0.7300, -0.3471], [-2.7106, -1.7639, -0.2368], [0.1844, 0.6302, -0.4424], [-2.5784, 1.0124, 0.1782], [2.1118, 1.5661, -0.0988], [0.7666, 1.4587, 1.2022], [1.7841, 0.0923, 0.9050], [0.0059, -1.5527, -1.0748], [0.0239, -1.0266, 0.7024], [-3.7586, -1.8641, -0.1438], [-0.6424, 1.1372, -0.2894], [0.5035, 1.0125, -1.2917]],
  "forces_ev_per_angstrom": [[4.5, -1.4, -1.2], [1.1, -0.2, -0.2], [-2.8, -2.3, 1.9], [-1.7, 0.9, 0.3], [2.3, -1.2, -1.0], [-1.2, -0.2, 0.2], [-1.2, -0.4, 0.9], [0.4, 1.4, 1.6], [-0.3, 0.1, -0.5], [-0.5, 1.7, 0.6], [-0.6, -0.1, -1.4], [1.4, 0.3, 0.0], [-1.4, 1.8, 1.0], [0.1, -0.4, -2.3]],
  "charge": 1,
  "homo_lumo_gap_ha": 0.41803,
  "e_above_lowest_kj_mol": 256.1,
  "e_homo_ev": -14.64,
  "multiplicity": 1,
  "mol_weight_g_mol": 107.564
}